No. 1
A 4-piece molecular cluster, CH11N3O3 overall in a non-equilibrium geometry, computed with ωB97M-V/def2-TZVPD.

The geometry in XYZ format:
```
18
Properties=species:S:1:pos:R:3:lowdin_charge:R:1
N -2.120 -1.209 0.578 0.130
H 1.430 1.993 -1.692 0.073
H 2.787 0.128 -0.502 0.024
H -2.257 -2.021 1.146 0.090
O -2.095 1.989 -1.317 -0.099
H -1.593 1.473 -0.642 -0.045
O 1.868 1.623 -0.882 -0.136
O 3.162 -0.763 -0.174 -0.109
N -0.495 0.599 0.523 -0.038
H 4.096 -0.767 -0.361 0.019
C -0.837 -0.727 0.470 -0.501
H -0.202 0.686 1.505 0.068
H 1.157 -1.529 0.526 0.121
H -2.964 1.630 -1.332 -0.015
H -0.325 -2.471 1.170 0.104
H -2.907 -0.575 0.255 0.140
N 0.149 -1.590 0.883 0.127
H 1.146 1.532 -0.152 0.046
```

Calculated values
E_HOMO: -8.64 eV
charge: 0
SMILES string: N=C(N)N.O.O.O
Kohn-Sham gap: 8.85 eV

=====

No. 2
C6H10FN2O as an isolated structure in a non-equilibrium geometry, computed with ωB97M-V/def2-TZVPD.

The geometry in XYZ format:
```
20
Properties=species:S:1:pos:R:3:lowdin_charge:R:1
C 0.397 -0.261 0.965 -0.203
N -1.327 -1.519 -0.107 0.088
H 0.498 0.508 -1.904 0.186
H 2.428 -0.115 0.171 0.143
C -0.571 0.838 0.560 -0.283
C -1.693 -0.363 -0.607 -0.328
H 1.857 1.362 -1.480 0.194
H 0.171 -2.450 1.025 0.137
F -1.277 1.389 1.570 0.090
C 0.151 1.802 -0.351 -0.035
C 1.412 -0.259 -0.193 -0.040
C -0.441 -1.546 1.046 -0.105
H -1.020 -1.537 1.976 0.140
H 0.739 2.531 0.217 0.156
H 0.867 -0.073 1.935 0.164
N 1.035 0.876 -1.109 0.090
H -1.769 -2.378 -0.409 0.174
O -2.298 0.058 -1.531 0.136
H 1.380 -1.193 -0.759 0.143
H -0.538 2.330 -1.016 0.152
```

Calculated values
E_HOMO: -12.95 eV
charge: +1
Kohn-Sham gap: 9.50 eV

=====

No. 3
An isolated ion of composition C5H12NO and charge -1 in a non-equilibrium geometry, computed with ωB97M-V/def2-TZVPD.

The geometry in XYZ format:
```
19
Properties=species:S:1:pos:R:3:lowdin_charge:R:1
O 3.012 2.872 0.232 -0.402
H 0.724 0.074 -1.578 0.105
C 2.081 2.214 -0.501 -0.570
H -1.511 -1.985 -1.090 0.095
C 0.390 0.316 -0.570 -0.292
H -1.764 -1.642 1.854 0.062
H 2.382 0.272 0.355 0.099
H -0.398 1.070 -0.703 0.100
H 1.191 2.854 -0.707 0.073
C -2.218 -1.942 0.909 -0.101
H -2.084 -3.012 0.806 0.054
H 0.021 -0.936 1.038 0.080
H 2.509 1.840 -1.473 0.076
C 1.526 0.925 0.200 -0.228
H 1.126 1.315 1.142 0.099
N -0.133 -0.906 0.042 -0.100
H -2.053 -0.350 -0.553 0.091
C -1.512 -1.252 -0.280 -0.302
H -3.288 -1.726 0.876 0.060
```

Calculated values
E_HOMO: -2.07 eV
charge: -1
SMILES string: CCNCCC[O-]
Kohn-Sham gap: 5.51 eV

=====

No. 4
A 2-piece molecular cluster, C9H17N6 overall in a non-equilibrium geometry, computed with ωB97M-V/def2-TZVPD.

The geometry in XYZ format:
```
32
Properties=species:S:1:pos:R:3:mulliken_spin:R:1
H 0.156 -3.999 -2.180 -0.001
H 0.187 -1.453 1.353 0.005
H 1.365 1.232 -4.424 -0.014
C 0.730 1.038 -2.583 0.282
C -0.483 1.250 1.929 -0.007
C 1.082 -2.400 -1.211 -0.001
H -1.954 -1.300 4.249 0.000
H -1.215 0.563 2.345 0.004
H -0.239 4.348 -0.995 -0.017
C 0.106 2.474 -1.021 -0.007
N -2.503 -1.091 3.396 0.000
H -1.214 1.980 1.588 0.002
N 0.129 1.136 -0.428 0.036
C 0.782 -0.957 -0.787 0.072
H -2.490 -1.958 2.831 0.000
H -3.447 -1.103 3.685 0.000
H 2.123 -2.336 -1.691 0.005
H 0.468 2.498 3.608 0.000
H 1.100 -0.417 -3.796 -0.005
C 0.700 1.930 2.620 0.014
N -0.065 0.526 0.714 0.171
C 0.314 -0.765 0.521 0.030
C -0.095 -3.008 -2.088 0.015
H 1.329 1.107 2.987 0.000
N 1.121 0.551 -3.753 0.323
H -0.296 -2.665 -3.067 -0.001
H 1.325 -2.814 -0.271 -0.001
H -1.030 -3.163 -1.546 -0.001
N -0.273 3.500 -0.420 0.581
C 0.599 0.297 -1.349 0.042
H 1.251 2.693 2.118 -0.002
N 0.438 2.307 -2.336 0.472
```

Calculated values
E_HOMO (alpha / beta): -9.99 / -13.25 eV
charge: +1
Kohn-Sham gap (alpha / beta): 7.76 / 6.22 eV
spin multiplicity: 3

=====

No. 5
A 2-piece molecular cluster, C7H19NO overall in a non-equilibrium geometry, computed with ωB97M-V/def2-TZVPD.

The geometry in XYZ format:
```
28
Properties=species:S:1:pos:R:3:lowdin_charge:R:1
H 1.932 -3.274 0.651 0.067
H 2.780 -1.677 0.899 0.112
O 2.787 0.721 -2.069 0.008
H 0.405 2.424 1.284 0.047
N -0.954 -0.255 0.232 -0.165
H 1.710 -0.798 -1.110 0.075
H -2.286 -0.942 1.649 0.050
H 0.849 -0.278 1.386 0.131
C -2.203 -0.991 0.621 -0.084
C 2.324 -2.405 0.086 -0.136
H 0.083 -1.916 1.356 0.140
H -3.383 1.638 0.055 0.058
H 2.999 1.578 -1.711 0.054
H -2.372 1.845 -1.457 0.116
H 0.893 1.440 0.131 0.042
H -1.547 1.346 1.536 0.076
C 1.186 -1.548 -0.428 -0.317
H 0.532 -2.190 -1.213 0.152
C 0.018 2.030 0.398 -0.075
H -2.956 -0.379 0.180 0.043
C 0.310 -0.995 0.654 -0.240
C -2.357 1.890 -0.283 -0.097
H -0.112 2.840 -0.477 0.125
H 2.029 0.397 -2.329 -0.065
H -2.313 3.021 -0.113 0.085
H 3.011 -2.709 -0.703 0.068
C -1.255 1.226 0.599 -0.383
H -2.111 -2.040 0.177 0.112
```

Calculated values
E_HOMO: -8.32 eV
charge: 0
SMILES string: CCCN(C)C(C)C.O
Kohn-Sham gap: 9.22 eV

=====

No. 6
C29H45FP2Pd as an isolated structure in a non-equilibrium geometry, computed with ωB97M-V/def2-TZVPD.

The geometry in XYZ format:
```
78
Properties=species:S:1:pos:R:3:mulliken_spin:R:1
H -3.478 -0.161 -3.145 0.000
C 4.188 1.137 -0.135 0.351
H -2.487 1.778 2.746 0.000
H 0.198 -3.022 -3.161 0.000
H 1.917 1.502 -3.679 0.030
H -1.174 -1.870 -3.235 -0.003
H 6.044 1.507 0.861 0.020
H 4.843 2.838 0.971 -0.003
C 2.786 3.187 -0.830 0.028
H 0.263 -4.883 -0.892 -0.002
H -1.499 -3.664 -3.159 0.006
C 3.012 -1.770 -2.143 0.011
H 3.467 3.849 -1.381 0.029
H -4.548 -2.320 -1.623 -0.003
H -2.646 -1.909 1.521 0.002
H -1.526 -5.074 -1.094 0.007
H 2.625 -2.479 -1.390 0.027
H -2.477 1.317 -1.770 -0.001
C 2.644 0.785 -1.795 0.372
C -1.099 3.889 0.766 0.075
H -0.835 -4.559 0.500 -0.001
C 0.344 -0.735 1.025 0.532
H 1.083 0.061 -3.050 0.004
H -4.929 -0.142 -2.171 0.002
H 1.781 3.333 -1.237 0.001
H -1.506 5.454 3.217 0.006
H 3.917 -2.220 -2.582 0.028
C 0.804 -1.991 1.379 -0.020
C 1.096 0.365 1.391 0.034
C -3.756 1.133 0.000 -0.009
C 4.970 1.743 0.963 0.029
H -5.823 0.469 -0.002 0.001
C 5.071 -1.255 0.175 0.023
C 1.864 -2.134 2.320 0.013
C 2.492 -0.989 2.794 0.017
C -4.897 0.347 0.592 0.000
C -3.139 0.647 -1.205 0.041
H 2.645 1.175 2.711 -0.004
H -4.774 -1.408 1.800 0.000
H -2.117 4.319 0.823 -0.003
P -0.813 -2.720 -1.022 0.164
H 4.640 1.353 1.946 0.026
H -5.163 -1.779 0.158 0.002
C 2.144 0.274 2.343 0.046
Pd -2.055 0.147 0.350 0.131
H -2.906 -3.329 -0.388 0.005
P -0.533 3.344 2.447 0.033
C -3.042 -1.484 0.593 0.026
C -0.841 -2.841 -2.836 0.020
H 2.256 -1.674 -2.933 -0.008
H 2.175 -3.118 2.685 0.003
C -4.524 -1.140 0.766 0.009
H -5.126 0.750 1.596 0.000
C -3.838 -0.348 -2.124 0.015
H -3.238 -2.308 -2.756 0.000
H -1.765 4.122 4.401 -0.001
H 6.131 -0.951 0.197 0.021
H 0.388 -2.909 0.966 0.022
H -2.740 4.188 2.884 -0.001
C 1.554 1.008 -2.761 -0.002
H -3.724 2.213 0.191 -0.003
H 4.984 -2.217 -0.350 -0.002
H -0.419 4.672 0.401 -0.002
H -0.945 0.826 2.735 0.058
C -0.726 -4.498 -0.593 0.037
C 3.204 1.773 -0.941 0.334
C 4.243 -0.236 -0.495 0.245
H 0.847 1.355 1.035 0.054
C 3.304 -0.454 -1.535 0.363
H 0.773 1.653 -2.328 0.012
H 4.748 -1.412 1.221 0.028
C -2.694 -2.262 -0.636 0.006
H -1.105 3.052 0.055 -0.018
C -1.456 1.744 2.369 0.727
F 3.477 -1.104 3.756 0.003
C -3.586 -1.840 -1.829 -0.016
C -1.758 4.386 3.333 0.013
H 2.783 3.515 0.217 0.008
```

Calculated values
E_HOMO (alpha / beta): -13.44 / -13.68 eV
charge: +2
Kohn-Sham gap (alpha / beta): 7.65 / 5.78 eV
spin multiplicity: 5